Computed, not measured: one molecule with the formula C16H21ClN2O2, with wB97M-V/def2-TZVPD.

Computed properties:
HOMO = -8.951 eV
ΔE to the lowest compared entry with this formula, charge and spin = 0.673 eV
Structure (SMILES) = CCCNC(=O)N1CCC[C@@H](C(=O)c2cccc(Cl)c2)C1

Cartesian coordinates (Å):
C 5.85594 2.48828 0.55693
C 4.93425 1.29330 0.75891
C 3.95618 1.13960 -0.40748
N 3.06383 0.01048 -0.24633
C 1.86653 0.18948 0.40093
O 1.43077 1.29352 0.66560
N 1.19211 -0.96547 0.74323
C -0.11428 -0.78716 1.34407
H -0.09945 0.14118 1.91610
H -0.30726 -1.62323 2.02090
C -1.21109 -0.71968 0.27208
C -2.57925 -0.63466 0.91863
O -2.78952 -1.11588 2.00982
C -3.67540 0.02038 0.15014
C -3.54867 0.48291 -1.15842
C -4.62893 1.06753 -1.79533
C -5.84407 1.20793 -1.14728
C -5.97021 0.74808 0.15555
C -4.90198 0.15705 0.80169
H -4.99328 -0.20634 1.81396
Cl -7.48135 0.91549 0.97590
H -6.68459 1.66793 -1.64249
H -4.52526 1.42248 -2.80964
H -2.61706 0.39157 -1.69261
C -1.15576 -1.99775 -0.58200
C 0.24834 -2.19282 -1.14816
H 0.30227 -3.13295 -1.69921
H 0.48793 -1.37669 -1.83369
C 1.27387 -2.19830 -0.01001
H 2.27523 -2.34899 -0.41254
H 1.05478 -3.02211 0.67813
H -1.88747 -1.94622 -1.39096
H -1.41475 -2.85071 0.05049
H -1.01866 0.15707 -0.34985
H 3.52692 -0.87744 -0.13386
H 4.50470 1.01001 -1.34592
H 3.32704 2.02868 -0.48004
H 4.36042 1.42052 1.67882
H 5.53054 0.38112 0.85491
H 5.27559 3.40454 0.48316
H 6.54507 2.58326 1.39241
H 6.43598 2.37400 -0.35659

Cartesian forces, eV/Å:
-0.1 -0.2 0.1
-0.1 0.1 -0.2
0.1 0.1 0.1
0.1 -0.2 -0.1
0.2 -0.4 0.0
-0.1 0.4 0.1
-0.1 0.0 0.2
-0.2 0.3 0.2
0.0 -0.2 0.0
0.0 0.1 0.0
0.1 -0.3 0.4
0.4 0.1 -0.2
0.0 0.0 0.0
-0.6 0.2 -0.1
0.1 -0.1 0.2
-0.1 0.0 -0.1
0.0 0.0 0.1
0.3 0.0 -0.1
0.0 0.0 0.0
0.0 0.0 0.1
-0.2 0.0 0.1
-0.1 0.0 0.0
0.0 0.0 -0.1
0.1 0.0 0.0
0.1 0.2 -0.2
0.0 -0.1 0.2
0.0 0.0 -0.1
0.0 0.0 -0.1
0.1 -0.1 -0.4
-0.1 -0.1 0.1
0.1 0.0 -0.1
0.0 -0.1 0.0
-0.1 0.0 0.0
0.0 0.0 0.0
-0.1 0.0 0.0
0.0 0.1 0.0
0.1 -0.1 -0.1
0.0 -0.1 0.0
0.0 0.0 0.1
0.0 0.1 0.0
0.1 0.1 0.0
0.1 0.1 -0.1

***

Computed, not measured: one molecule with the formula C16H21ClN2O3S, with wB97M-V/def2-TZVPD.

Computed properties:
HOMO = -8.690 eV
ΔE to the lowest compared entry with this formula, charge and spin = 2.022 eV
Structure (SMILES) = O=C(NCCN1CCCC1)C1(S(=O)(=O)c2ccc(Cl)cc2)CC1

Cartesian coordinates (Å):
O 2.06173 1.23497 2.04102
C 2.26072 0.87449 0.89597
N 2.21623 1.67540 -0.18067
H 2.23062 1.23138 -1.09381
C 1.65620 3.00403 -0.11187
H 1.53648 3.24290 0.94665
H 2.35272 3.71806 -0.56239
C 0.31755 3.06230 -0.85384
N -0.60112 2.06246 -0.33483
C -1.25724 2.45962 0.90178
H -1.56045 1.54456 1.41642
C -2.50589 3.28071 0.50622
H -2.30465 4.34935 0.57816
H -3.34359 3.05304 1.16214
C -2.78118 2.86544 -0.94709
H -3.78690 2.47360 -1.08305
H -2.65064 3.70791 -1.62641
C -1.71684 1.78373 -1.22290
H -2.11109 0.80052 -0.95324
H -1.39418 1.75100 -2.26250
H -0.57704 3.00627 1.55104
H 0.50208 2.82710 -1.90540
H -0.07713 4.08861 -0.79286
C 2.64948 -0.54244 0.56826
C 4.07055 -1.01286 0.71347
C 3.02364 -1.50073 1.65653
H 2.68444 -2.52000 1.54948
H 3.01401 -1.11292 2.66521
H 4.42634 -1.69683 -0.04285
H 4.80087 -0.29774 1.06205
S 1.76794 -1.28957 -0.81971
O 1.85373 -0.41208 -1.96628
O 2.25226 -2.63048 -1.00665
C 0.03625 -1.40090 -0.33481
C -0.84585 -1.85518 -1.29857
C -2.18643 -2.00405 -0.99166
C -2.62195 -1.69387 0.28998
C -1.73594 -1.24239 1.25761
C -0.39478 -1.09522 0.94102
H 0.29288 -0.73567 1.68850
H -2.09275 -1.01072 2.24897
Cl -4.29170 -1.86471 0.68295
H -2.88787 -2.35364 -1.73257
H -0.46924 -2.08493 -2.28251

Cartesian forces, eV/Å:
0.0 -0.1 0.3
0.1 0.2 -0.2
0.0 0.3 -0.2
0.1 0.0 0.2
-0.1 0.2 0.0
0.0 0.1 -0.1
-0.1 0.0 0.1
0.1 -0.1 0.2
0.2 0.0 -0.1
-0.1 0.0 0.2
0.0 0.1 0.1
0.1 0.0 0.1
-0.1 0.0 0.0
0.0 0.1 0.1
0.1 -0.1 -0.1
-0.1 0.0 -0.1
-0.1 0.0 0.0
-0.2 -0.1 -0.1
0.0 0.0 -0.1
0.0 -0.1 0.0
0.0 -0.1 0.1
-0.1 0.1 0.0
0.0 0.0 -0.1
-0.8 -0.5 -0.4
0.1 -0.2 -0.1
0.1 -0.1 0.2
0.0 -0.1 -0.1
-0.1 0.2 -0.1
0.0 -0.1 0.0
-0.1 0.2 0.0
-0.1 -0.1 0.0
-0.1 0.1 0.0
0.1 -0.1 0.3
0.6 0.1 0.1
0.1 0.0 -0.1
0.1 0.0 0.1
0.3 0.0 0.0
-0.1 -0.1 -0.1
0.0 0.0 0.0
0.1 0.1 0.1
0.0 0.0 0.1
-0.2 0.0 0.0
-0.1 0.0 -0.1
-0.1 -0.1 -0.2

***

Computed, not measured: one molecule with the formula C16H21ClN2O5, with wB97M-V/def2-TZVPD.

Computed properties:
HOMO = -8.390 eV
Structure (SMILES) = CCNC(=O)NC(=O)[C@@H](C)OC(=O)C(C)(C)Oc1ccc(Cl)cc1

Cartesian coordinates (Å):
C -2.40925 -2.58536 -1.47558
H -1.86672 -2.77007 -2.40005
C -1.81598 -3.40690 -0.33653
N -0.43656 -3.04422 -0.09743
C -0.06680 -2.33641 0.96924
O -0.74088 -2.07235 1.93912
N 1.27640 -1.86548 0.94078
C 2.18138 -1.92917 -0.07331
O 2.09045 -2.65543 -1.03455
C 3.39860 -1.02129 0.17407
C 4.28787 -0.95269 -1.05820
H 4.63941 -1.95163 -1.29752
H 5.13736 -0.30058 -0.87239
H 3.71624 -0.57827 -1.90348
H 3.95747 -1.40598 1.03521
O 2.97201 0.28785 0.59041
C 2.02201 0.86283 -0.15872
O 1.45196 0.30310 -1.05561
C 1.81634 2.33254 0.20998
C 1.92662 2.61148 1.71165
H 2.87107 2.23160 2.08958
H 1.88423 3.68651 1.87008
H 1.11152 2.15624 2.26662
C 2.92758 3.08444 -0.54339
H 2.86378 2.86741 -1.60683
H 3.90307 2.78999 -0.16767
H 2.78855 4.15245 -0.39998
O 0.60727 2.81883 -0.34256
C -0.58187 2.17345 -0.17124
C -1.63709 2.68430 -0.93004
C -2.89899 2.13529 -0.84900
C -3.12176 1.06080 -0.00078
C -2.09154 0.54605 0.76402
C -0.82656 1.10213 0.67867
H -0.04569 0.66719 1.28115
H -2.25586 -0.29088 1.42462
Cl -4.69893 0.35641 0.09669
H -3.70639 2.53299 -1.44331
H -1.43883 3.51659 -1.58604
H 1.49591 -1.28832 1.74360
H 0.22646 -3.13296 -0.86048
H -1.86129 -4.47401 -0.57481
H -2.36231 -3.22634 0.59143
H -2.34874 -1.52425 -1.24553
H -3.45210 -2.85177 -1.62242

Cartesian forces, eV/Å:
0.1 -0.1 0.2
0.0 0.0 -0.1
-0.3 0.0 0.0
0.0 -0.2 -0.5
0.7 0.0 -0.2
-0.4 0.2 0.5
-0.3 0.0 0.4
0.3 0.1 0.3
0.1 -0.1 -0.2
0.2 -0.3 -0.5
-0.2 0.1 0.3
0.1 -0.1 0.0
0.1 0.0 0.1
0.0 0.0 -0.1
-0.1 0.1 -0.1
0.2 0.0 0.4
-0.4 0.2 -0.4
0.2 0.1 0.0
0.4 0.1 0.1
-0.1 -0.1 -0.2
0.0 0.0 0.1
0.0 0.1 0.0
0.0 0.0 0.1
-0.3 -0.1 0.1
0.0 0.0 -0.1
0.1 0.0 0.0
0.0 0.1 0.1
0.2 0.0 -0.1
-0.5 0.0 0.0
0.3 0.0 0.1
0.0 -0.1 0.1
0.2 0.1 0.0
-0.2 0.1 -0.1
0.3 0.2 0.0
0.0 0.0 0.1
0.0 -0.1 0.0
-0.2 -0.1 0.0
-0.1 0.0 0.0
0.0 0.1 -0.1
-0.1 -0.1 -0.2
0.1 0.0 0.2
-0.1 0.1 0.1
0.0 -0.1 -0.1
0.0 0.1 0.0
-0.1 0.0 -0.1

***

Computed, not measured: C16H21ClNO as an isolated structure, with wB97M-V/def2-TZVPD.

Computed properties:
HOMO = -12.241 eV
ΔE to the lowest compared entry with this formula, charge and spin = 0.554 eV
Charge = +1

Cartesian coordinates (Å):
C 0.78161 2.33013 2.59373
N 0.56825 1.33260 1.51060
C -0.32789 2.08713 0.51325
C -1.78442 1.65719 0.42768
O -1.96837 0.25614 0.69436
C -1.52278 -0.13679 1.99371
C -0.04801 0.12228 2.25360
H -0.03351 2.24943 3.36130
H 1.75134 2.15497 3.09695
H 0.81706 3.33723 2.14440
H -0.33675 3.15315 0.80495
H 0.12792 2.07329 -0.48726
H -2.38844 2.29372 1.12821
H -2.11076 1.81679 -0.61649
H -2.07841 0.38395 2.80815
H -1.72991 -1.22187 2.01939
H 0.56993 -0.79565 2.08435
H 0.05641 0.31921 3.33616
Cl 4.39192 6.14073 -1.15177
C 3.81800 4.62708 -0.62272
C 4.01676 4.23922 0.71971
C 3.54284 3.00849 1.16227
C 2.79816 2.16834 0.29686
C 2.26654 0.91037 0.81895
C 1.82834 -0.10461 -0.20344
C 2.19193 -1.47813 0.39526
C 2.99687 -1.14194 1.63984
C 3.05890 0.20258 1.84224
C 2.56679 2.59830 -1.03248
C 3.06024 3.82232 -1.49199
H 4.59776 4.86709 1.39928
H 3.78966 2.67051 2.16274
H 0.76059 -0.01364 -0.42770
H 2.35512 0.04663 -1.14757
H 1.27428 -2.09395 0.53633
H 2.84500 -2.02732 -0.32067
H 3.45869 -1.90722 2.28701
H 3.66942 0.70463 2.63452
H 2.05893 1.92740 -1.76510
H 2.89594 4.13923 -2.52927

Cartesian forces, eV/Å:
0.5 0.7 0.9
-0.4 0.7 1.3
0.6 0.0 -0.5
-0.5 -0.6 0.5
0.5 0.7 0.2
-0.7 0.3 -0.4
1.3 -0.7 -0.2
0.7 0.4 -0.8
-0.6 -0.1 -0.1
0.1 -0.5 0.6
0.2 -0.7 -0.2
0.0 -0.4 0.4
0.2 -0.7 -0.5
-0.1 0.0 0.7
-0.1 -0.3 -0.7
0.1 0.6 0.3
-0.5 1.0 -0.3
0.1 -0.1 -0.6
0.2 0.3 -0.2
-1.0 -0.7 0.7
0.3 -0.2 -0.4
-0.2 0.1 -1.0
0.3 1.5 0.0
-1.0 0.0 -0.6
0.0 -0.7 -0.2
0.2 -0.5 -0.5
-0.4 0.8 0.2
0.2 -1.0 0.8
0.1 -0.3 -0.1
0.3 -0.1 0.2
-0.2 -0.1 -0.4
-0.1 0.2 -0.1
0.2 -0.2 0.0
0.0 -0.1 0.2
0.8 0.2 0.2
-0.5 0.1 0.5
-0.1 0.5 -0.5
-0.8 -0.6 -0.9
0.3 0.8 0.8
0.1 -0.1 0.5

***

Computed, not measured: a 2-piece molecular cluster, C16H21F9INO6PS2 overall, with wB97M-V/def2-TZVPD.

Computed properties:
HOMO = -11.047 eV
Charge = +1

Cartesian coordinates (Å):
C 5.99245 1.89174 1.10661
C 4.52605 1.69514 1.39607
N 3.90502 0.41394 0.84649
C 4.75387 -0.34910 -0.09192
C 3.95435 -1.53073 -0.69023
P 3.78539 -1.24144 -2.56649
O 3.33574 0.34153 -2.62856
I 1.70848 -2.41025 -3.05899
O 2.67839 -1.65891 -0.09496
C 2.64081 -1.69768 1.31222
C 1.17983 -1.53149 1.73542
C 0.19550 -2.42990 0.97484
C -0.96594 -1.77124 0.22894
F -1.06722 -2.37329 -0.99370
F -2.14200 -2.01123 0.85228
C -0.84582 -0.24836 -0.11511
F 0.43240 0.07265 -0.47625
F -1.63362 -0.01043 -1.20151
S -1.44768 0.96527 1.22389
F 0.04907 1.50660 1.46356
F -1.21703 -0.12133 2.35210
F -2.92437 0.46552 0.99845
F -1.63821 2.08863 0.12564
F -1.94751 1.96098 2.33114
C 3.41726 -0.51451 1.93371
S 4.75100 -1.11077 2.99013
H 6.25192 2.87073 1.49834
H 6.63119 1.17884 1.61296
H 6.21172 1.92917 0.04812
H 4.30940 1.72221 2.45527
H 3.97884 2.51595 0.94487
H 3.07783 0.69687 0.32283
H 5.10186 0.27624 -0.90453
H 5.63584 -0.70652 0.42026
H 4.55969 -2.43334 -0.62104
H 2.60185 0.53790 -2.03924
H 3.03755 -2.62612 1.72166
H 1.14581 -1.78573 2.79187
H 0.95687 -0.47775 1.68103
H 0.72794 -3.05134 0.26586
H -0.24908 -3.11921 1.68300
H 2.77283 0.08203 2.56669
H 4.83634 -0.10668 3.87484
C -7.06825 -0.38393 -1.39901
C -5.76958 -0.06287 -1.40824
C -5.26695 1.21525 -2.02162
O -4.06924 1.43143 -1.96491
C -6.22569 2.10919 -2.64070
C -7.52763 1.78907 -2.63664
C -8.03428 0.52122 -2.00167
O -9.23061 0.31713 -2.02748
O -8.46192 2.55039 -3.18040
O -4.82339 -0.83240 -0.88058
H -7.43925 -1.29844 -0.95865
H -5.85239 3.01773 -3.09117
H -9.31018 2.09033 -3.03491
H -3.98520 -0.35865 -1.03057

Cartesian forces, eV/Å:
0.1 0.1 0.3
-0.1 0.3 -0.3
0.2 0.0 0.0
0.3 -0.6 -0.7
-0.4 0.2 -0.5
0.3 -0.1 -0.3
0.2 -0.3 0.5
0.2 0.0 0.1
0.3 0.3 0.1
-0.5 0.3 0.2
0.3 -0.4 0.2
0.1 0.2 0.4
0.4 -0.6 -0.4
0.0 0.1 0.2
0.2 0.2 -0.1
-0.6 0.5 -1.2
-0.8 -0.3 0.1
0.7 -0.2 1.1
-0.3 0.7 -0.5
0.0 0.0 0.2
0.0 -0.1 0.2
0.2 0.0 0.1
0.1 -0.2 0.2
0.0 -0.1 -0.2
0.5 0.2 0.7
0.2 -0.4 -0.1
0.0 0.2 0.1
0.1 -0.2 0.0
0.0 -0.1 -0.2
0.0 -0.1 0.2
-0.2 0.0 -0.1
-0.2 -0.1 0.0
-0.1 0.5 0.1
0.0 0.0 0.4
-0.1 -0.3 0.2
-0.5 0.2 -0.2
0.2 -0.3 -0.3
0.0 0.1 0.2
-0.2 0.0 -0.1
0.1 0.1 -0.3
-0.3 -0.1 0.0
-0.3 0.1 -0.1
-0.2 0.1 -0.1
-0.2 0.0 0.0
-0.1 -0.2 0.1
-0.2 0.4 -0.2
0.1 -0.1 0.1
0.2 0.0 0.0
0.1 0.2 -0.1
0.2 -0.3 0.2
-0.1 0.1 -0.1
0.0 -0.1 0.0
0.0 0.0 0.0
0.0 0.0 0.0
0.0 0.0 0.0
-0.1 0.0 0.0
0.1 0.1 0.0